[1]
{"formula": "C6H16N", "method": "the ωB97M-V functional and the def2-TZVPD basis", "s2": 0.75, "homo_ha": [-0.091, -0.265], "homo_lumo_gap_ha": [0.1036, 0.2719], "energy_ev": -7966.528, "spin_multiplicity": 2, "symbols": ["N", "C", "C", "C", "C", "C", "C", "H", "H", "H", "H", "H", "H", "H", "H", "H", "H", "H", "H", "H", "H", "H", "H"], "coordinates": [[1.42, -0.41, 0.15], [-1.15, 0.55, -0.95], [-2.14, 0.19, 1.33], [-0.65, 0.10, -2.29], [2.15, 0.88, 0.06], [1.53, -0.97, 1.53], [-1.77, -0.25, -0.03], [-1.40, 0.49, -3.01], [1.68, 1.50, 0.86], [2.60, -0.95, 1.81], [3.19, 0.70, 0.22], [1.84, -1.08, -0.49], [-1.92, -1.36, -0.27], [0.43, -0.39, -0.16], [2.01, 1.27, -0.93], [-0.66, -0.98, -2.44], [0.90, -0.38, 2.19], [-1.30, 1.63, -0.81], [-1.41, -0.26, 2.08], [0.37, 0.54, -2.48], [-3.19, -0.07, 1.60], [1.17, -1.99, 1.52], [-2.01, 1.26, 1.41]]}

***

[2]
{"formula": "C14H43N11O8", "method": "the ωB97M-V functional and the def2-TZVPD basis", "homo_ha": -0.297, "homo_lumo_gap_ha": 0.2995, "energy_ev": -47985.553, "smiles": "CC1(C)CCCC(C)(C)N1O.NC(N)=O.NC(N)=O.NC(N)=O.NC(N)=O.NC(N)=O.O.O", "symbols": ["O", "O", "O", "O", "O", "O", "O", "O", "N", "N", "N", "N", "N", "N", "N", "N", "N", "N", "N", "C", "C", "C", "C", "C", "C", "C", "C", "C", "C", "C", "C", "C", "C", "H", "H", "H", "H", "H", "H", "H", "H", "H", "H", "H", "H", "H", "H", "H", "H", "H", "H", "H", "H", "H", "H", "H", "H", "H", "H", "H", "H", "H", "H", "H", "H", "H", "H", "H", "H", "H", "H", "H", "H", "H", "H", "H"], "coordinates": [[9.38, -14.60, -31.15], [12.40, -14.16, -35.09], [11.25, -18.17, -28.35], [16.47, -23.87, -34.40], [12.43, -25.84, -39.14], [9.59, -24.24, -33.88], [10.61, -20.30, -34.58], [16.28, -18.36, -41.81], [12.29, -12.79, -33.35], [16.11, -24.93, -32.49], [11.09, -18.27, -33.78], [13.50, -12.23, -35.09], [10.80, -24.40, -38.68], [11.86, -18.77, -35.73], [9.06, -18.52, -28.78], [12.44, -24.65, -37.26], [14.65, -23.42, -33.14], [15.49, -18.43, -43.00], [10.50, -19.84, -29.51], [13.50, -17.18, -41.77], [13.43, -18.19, -44.21], [16.10, -19.30, -44.03], [11.99, -25.00, -38.40], [12.67, -13.12, -34.55], [13.65, -19.45, -45.04], [17.34, -18.60, -44.50], [16.48, -20.77, -43.41], [15.75, -24.11, -33.43], [11.12, -19.20, -34.76], [15.14, -19.42, -45.26], [10.32, -18.77, -28.86], [14.01, -18.37, -42.78], [13.32, -19.63, -42.20], [11.75, -24.16, -36.72], [14.63, -23.33, -32.14], [13.47, -19.63, -41.12], [10.61, -18.37, -32.90], [13.86, -12.33, -36.03], [17.94, -19.26, -45.13], [13.53, -16.19, -42.23], [15.37, -18.70, -46.05], [15.38, -20.40, -45.68], [12.16, -19.37, -36.49], [13.17, -19.34, -46.02], [11.67, -13.28, -32.73], [13.98, -17.25, -40.79], [8.85, -24.58, -34.39], [9.77, -23.39, -34.25], [11.38, -20.33, -29.50], [16.89, -21.30, -44.27], [8.82, -17.58, -28.50], [13.09, -20.28, -44.62], [15.49, -25.08, -31.71], [12.38, -17.93, -44.36], [17.10, -17.66, -44.99], [13.38, -24.98, -37.07], [15.61, -21.22, -42.94], [8.30, -19.13, -29.03], [9.13, -15.31, -31.74], [16.86, -25.55, -32.78], [13.77, -11.49, -34.46], [12.50, -11.81, -33.22], [8.57, -14.11, -31.01], [17.99, -18.14, -43.75], [12.33, -17.88, -35.60], [15.93, -19.10, -41.31], [13.66, -20.65, -42.41], [14.24, -22.81, -33.84], [10.54, -23.65, -38.05], [17.34, -20.73, -42.74], [9.63, -20.25, -29.85], [10.08, -24.83, -39.25], [11.69, -17.48, -33.95], [12.49, -17.28, -41.39], [13.80, -17.27, -44.67], [12.25, -19.64, -42.37]]}

***

[3]
{"formula": "C35H63AsFN3OsS2Si", "method": "the ωB97M-V functional and the def2-TZVPD basis", "homo_ha": [-0.452, -0.450], "total_charge": 2, "homo_lumo_gap_ha": [0.1698, 0.1667], "energy_ev": -137344.645, "symbols": ["Os", "As", "S", "S", "Si", "F", "N", "N", "N", "C", "C", "C", "C", "C", "C", "C", "C", "C", "C", "C", "C", "C", "C", "C", "C", "C", "C", "C", "C", "C", "C", "C", "C", "C", "C", "C", "C", "C", "C", "C", "C", "C", "C", "C", "H", "H", "H", "H", "H", "H", "H", "H", "H", "H", "H", "H", "H", "H", "H", "H", "H", "H", "H", "H", "H", "H", "H", "H", "H", "H", "H", "H", "H", "H", "H", "H", "H", "H", "H", "H", "H", "H", "H", "H", "H", "H", "H", "H", "H", "H", "H", "H", "H", "H", "H", "H", "H", "H", "H", "H", "H", "H", "H", "H", "H", "H", "H"], "coordinates": [[-0.29, -0.61, 0.40], [4.02, -1.70, 0.60], [0.71, 1.24, -0.77], [2.13, -1.15, 1.41], [-0.68, -2.49, -1.11], [-0.79, -2.14, 2.14], [0.65, 3.54, -1.92], [-0.86, 1.92, -2.80], [-0.98, 0.49, 2.14], [-0.14, 4.06, 2.43], [-2.28, 2.47, 1.61], [1.50, 2.45, 4.50], [-2.50, -2.84, -0.54], [2.47, 2.56, 2.19], [-0.86, -3.18, -3.95], [-2.35, 3.86, 1.55], [0.46, -1.16, -3.47], [-0.91, -2.28, 4.53], [-1.10, -1.61, 5.74], [1.75, -4.14, -1.30], [4.29, -1.50, -1.33], [5.35, -0.54, 1.39], [0.42, -4.42, 0.77], [-0.88, -1.53, 3.38], [-0.43, -5.36, -1.35], [1.28, 2.09, 3.03], [0.32, -4.18, -0.73], [-1.52, 2.53, -3.95], [-1.30, -0.24, 5.75], [-3.97, 0.61, 2.11], [-0.01, 2.69, 2.52], [-1.29, 4.65, 1.95], [0.56, 4.68, -2.82], [1.52, 4.55, -4.00], [-1.09, 1.88, 2.10], [-3.19, 1.09, -0.25], [-3.48, 1.69, 1.13], [-2.83, 3.24, -3.60], [4.54, -3.50, 1.16], [-2.07, -1.17, -3.25], [-1.26, 0.50, 4.58], [-1.01, -0.13, 3.34], [-0.77, -1.97, -3.04], [0.07, 2.35, -1.96], [2.36, 2.22, 1.16], [-2.67, 4.03, -2.87], [2.32, -3.34, -0.82], [0.68, 4.69, 2.75], [0.83, 5.56, -2.24], [-1.51, 0.26, 6.68], [-2.87, 1.88, -0.93], [4.65, -0.49, -1.52], [-4.09, 0.62, -0.65], [1.32, -1.81, -3.58], [-3.25, 4.32, 1.19], [1.51, 3.52, 4.65], [0.95, -3.61, 1.27], [2.56, 4.57, -3.66], [0.72, 2.02, 5.13], [0.28, -0.69, -4.44], [1.37, 5.39, -4.68], [2.25, -5.09, -1.08], [-1.16, 0.97, -2.62], [-1.70, -3.82, -3.69], [5.31, -3.87, 0.48], [-3.16, -1.98, -0.59], [2.57, 3.64, 2.20], [1.24, 1.00, 2.95], [-2.25, -0.44, -2.47], [0.05, -3.77, -3.95], [-3.56, 2.54, -3.21], [5.24, 0.47, 1.01], [3.38, -1.67, -1.91], [-3.23, 3.68, -4.51], [0.14, -6.27, -1.17], [0.72, -0.38, -2.75], [-1.02, -2.83, -4.98], [1.38, 3.61, -1.22], [-0.80, -3.35, 4.49], [-0.84, 3.20, -4.46], [4.95, -3.44, 2.17], [-1.13, -2.17, 6.66], [-4.02, 1.02, 3.12], [1.76, -4.00, -2.37], [-1.38, 5.73, 1.89], [-1.44, 1.56, 4.61], [3.39, 2.13, 2.59], [-4.98, 0.29, 1.83], [-1.41, -5.49, -0.90], [-2.92, -1.85, -3.25], [-0.56, -4.53, 1.22], [-2.54, -3.22, 0.48], [-4.30, 2.41, 1.01], [-0.54, -5.26, -2.43], [-2.05, -0.69, -4.23], [-2.93, -3.61, -1.18], [0.97, -5.35, 0.96], [6.34, -0.92, 1.14], [5.05, -2.22, -1.64], [-2.40, 0.32, -0.16], [-1.74, 1.70, -4.63], [-3.33, -0.26, 2.10], [2.45, 2.04, 4.85], [3.70, -4.20, 1.17], [1.36, 3.63, -4.54], [-0.46, 4.81, -3.17], [5.24, -0.54, 2.48]]}